(1)
15 unconnected molecules or ions with the total composition C27H46Br2Cl28N2O4S2 in a non-equilibrium geometry, computed with wB97M-V/def2-TZVPD.

Cartesian coordinates (Å):
C (4.0636, -1.2487, 1.6241)
C (2.8923, -2.0192, 1.0095)
Br (3.3690, -3.9407, 1.1021)
C (1.5457, -1.8395, 1.7173)
Br (1.8235, -2.2694, 3.6009)
C (0.9253, -0.3544, 1.5404)
N (0.7040, 0.1621, 2.8629)
O (1.8286, 0.5886, 0.9177)
S (1.7224, 0.4937, -0.6867)
O (1.4596, 1.8282, -1.1177)
O (2.8337, -0.1282, -1.3245)
O (0.4773, -0.4556, -0.7384)
C (-0.2683, -0.3252, 0.5378)
C (-1.0824, 1.0099, 0.3527)
C (-1.1864, 1.9972, 1.5171)
C (-2.3682, 2.9527, 1.3053)
S (-2.7107, 3.9129, 2.8047)
C (-1.2885, -1.4540, 0.6334)
C (-2.0862, -1.5077, 1.7664)
C (-2.9855, -2.5549, 1.8916)
C (-3.0663, -3.4554, 0.8445)
C (-2.2505, -3.2768, -0.2611)
N (-1.3371, -2.3066, -0.3912)
H (4.5783, -0.7182, 0.8221)
H (4.7738, -1.8952, 2.1221)
H (3.6879, -0.4799, 2.2942)
H (2.7682, -1.8463, -0.0450)
H (0.8500, -2.5958, 1.3697)
H (0.8381, 1.1658, 2.8356)
H (-0.2420, 0.0083, 3.1790)
H (-2.1029, 0.7229, 0.1025)
H (-0.7266, 1.5665, -0.5077)
H (-1.3751, 1.5105, 2.4704)
H (-0.2728, 2.5853, 1.6270)
H (-2.1689, 3.6363, 0.4817)
H (-3.2304, 2.3195, 1.1112)
H (-2.1619, 3.1572, 3.7606)
H (-2.0071, -0.7548, 2.5365)
H (-3.5975, -2.6405, 2.7775)
H (-3.7576, -4.2846, 0.8701)
H (-2.3674, -3.9496, -1.0981)
C (-5.0411, 7.2184, 3.3063)
Cl (-6.7502, 6.8069, 3.4749)
Cl (-4.5976, 8.6102, 4.3071)
H (-4.4466, 6.3685, 3.6166)
H (-4.8430, 7.4627, 2.2698)
C (-5.2627, 0.4160, -1.3659)
Cl (-3.8852, -0.5582, -0.8275)
Cl (-5.0200, 2.1455, -1.1013)
H (-5.3978, 0.2500, -2.4277)
H (-6.1406, 0.1014, -0.8151)
C (6.4173, -6.3308, 2.6244)
Cl (4.8184, -7.0095, 2.9616)
Cl (6.7701, -4.9326, 3.6508)
H (7.1670, -7.0917, 2.8061)
H (6.4399, -6.0169, 1.5918)
C (5.3286, -0.0577, -3.5895)
Cl (6.7747, -0.8369, -2.9366)
Cl (4.8444, -0.7519, -5.1487)
H (4.5155, -0.1932, -2.8890)
H (5.5372, 0.9941, -3.7411)
C (7.2452, -6.2692, -1.4008)
Cl (8.6078, -5.9491, -0.3203)
Cl (5.8712, -6.9904, -0.5491)
H (6.9217, -5.3315, -1.8363)
H (7.5691, -6.9576, -2.1714)
C (2.5928, 2.6269, -4.8916)
Cl (4.2741, 2.9963, -5.3343)
Cl (1.4478, 3.2904, -6.0567)
H (2.4776, 1.5489, -4.8660)
H (2.3932, 3.0558, -3.9167)
C (1.4264, -9.0426, 2.3339)
Cl (-0.1353, -9.7760, 2.7087)
Cl (1.7300, -7.5869, 3.2989)
H (2.2083, -9.7606, 2.5496)
H (1.4345, -8.7791, 1.2823)
C (0.0054, 5.9267, -0.4375)
Cl (-1.1880, 6.7056, 0.6072)
Cl (-0.6290, 4.4597, -1.1963)
H (0.2859, 6.6206, -1.2202)
H (0.8655, 5.6550, 0.1624)
C (0.8772, -6.0194, -0.5883)
Cl (-0.5996, -5.4591, 0.2076)
Cl (0.5249, -7.0180, -2.0098)
H (1.4413, -5.1550, -0.9006)
H (1.4468, -6.6037, 0.1204)
C (1.4083, -1.3123, -6.0444)
Cl (0.4847, -0.5761, -4.7296)
Cl (0.5279, -2.6157, -6.8476)
H (1.6286, -0.5198, -6.7485)
H (2.3264, -1.7131, -5.6357)
C (-6.6232, 10.5908, 6.8644)
Cl (-5.4193, 10.7625, 8.1462)
Cl (-8.1964, 10.0790, 7.4929)
H (-6.7457, 11.5486, 6.3743)
H (-6.2770, 9.8388, 6.1673)
C (-3.2011, -2.2654, -7.4968)
Cl (-4.1084, -1.5519, -6.1554)
Cl (-4.1094, -3.5517, -8.3007)
H (-2.9895, -1.4881, -8.2205)
H (-2.2824, -2.6823, -7.1055)
C (-8.3034, 6.5098, 9.2955)
Cl (-6.8567, 5.8183, 8.5508)
Cl (-9.7184, 5.4676, 9.0966)
H (-8.1175, 6.6384, 10.3545)
H (-8.5061, 7.4603, 8.8198)
C (4.5562, 1.5456, -8.5949)
Cl (4.4742, 2.0146, -10.2950)
Cl (3.2662, 0.4131, -8.1549)
H (5.5069, 1.0597, -8.4114)
H (4.4508, 2.4304, -7.9820)

## Properties
**HOMO**: -9.5 eV
**HOMO-LUMO gap**: 9.48 eV
**Spin multiplicity**: 1

(2)
2 unconnected molecules or ions with the total composition C27H46Cl3N3O6PS in a non-equilibrium geometry, computed with wB97M-V/def2-TZVPD.

Cartesian coordinates (Å):
C (4.2090, -3.7993, 1.0533)
C (3.8095, -2.9627, 0.1028)
C (3.2545, -1.8209, -0.8544)
C (1.6128, -1.6155, -0.8527)
C (0.9950, -2.9140, -0.1487)
C (-0.6322, -3.0415, -0.1340)
C (-1.1164, -3.7841, 1.2536)
C (-1.3512, -2.7189, 2.4426)
C (-2.5667, -1.6746, 2.2137)
C (-3.6852, -2.1345, 1.1445)
C (-5.0220, -1.1750, 1.2435)
C (-5.3204, -0.3588, -0.1316)
O (-5.4035, 1.1027, 0.0785)
C (-4.3017, 1.7833, -0.5775)
C (1.2361, -1.3596, -2.4017)
O (-0.1224, -1.6377, -2.8177)
C (-1.0571, -0.6422, -2.4897)
N (-1.8317, 0.3060, -2.3276)
C (1.8212, 0.0817, -2.9626)
C (3.1477, -0.1234, -3.9094)
C (2.7622, 0.1395, -5.4883)
C (2.2741, -1.2870, -6.1377)
Cl (4.3831, 0.5628, -6.3140)
C (2.1314, 1.1525, -1.7804)
C (1.8637, 2.6787, -2.3121)
Cl (0.1456, 3.1213, -2.8753)
C (2.8917, 3.6974, -2.3498)
C (2.5248, 5.1889, -2.8344)
Cl (4.6151, 3.3828, -1.8290)
N (1.2575, 0.9939, -0.5649)
S (1.4222, 2.4125, 0.5017)
C (1.2930, -0.3280, 0.1300)
P (2.2556, -0.4100, 1.7872)
N (3.8054, 0.4841, 1.6801)
O (1.3301, 0.3677, 3.0611)
H (4.6754, -4.3692, 1.9388)
H (3.6709, -2.0650, -1.9138)
H (3.8130, -0.8355, -0.5620)
H (1.2560, -2.9570, 0.9911)
H (1.3585, -3.8743, -0.7072)
H (-1.1888, -2.0363, -0.1489)
H (-0.9520, -3.7682, -0.9828)
H (-0.3421, -4.5613, 1.6109)
H (-2.0730, -4.3747, 0.9827)
H (-0.3782, -2.0734, 2.5402)
H (-1.5062, -3.1922, 3.4884)
H (-3.1430, -1.4102, 3.1958)
H (-2.1355, -0.6505, 1.8459)
H (-3.3476, -2.0487, 0.0335)
H (-4.0719, -3.2075, 1.3360)
H (-4.9419, -0.3882, 2.0852)
H (-5.9820, -1.7872, 1.4647)
H (-6.3868, -0.6594, -0.5045)
H (-4.5924, -0.5929, -0.9918)
H (-4.2007, 1.5533, -1.7012)
H (-3.3301, 1.4603, -0.0200)
H (-4.3554, 2.9401, -0.4517)
H (1.8584, -2.1429, -3.0124)
H (1.0546, 0.6136, -3.6681)
H (3.9592, 0.6474, -3.6420)
H (3.5750, -1.1879, -3.8753)
H (1.9903, 0.9806, -5.6237)
H (1.1184, -1.3711, -5.9858)
H (2.7323, -2.1979, -5.5809)
H (2.5847, -1.4012, -7.2438)
H (3.2422, 1.0329, -1.5115)
H (1.9719, 5.6916, -1.9336)
H (3.4362, 5.8492, -3.0648)
H (1.7734, 5.2048, -3.7066)
H (0.2723, 1.1206, -0.9242)
H (0.1595, 2.4604, 1.1255)
H (0.1859, -0.5194, 0.4719)
H (4.5610, -0.1166, 2.0668)
H (3.7484, 1.3873, 2.1845)
H (0.9298, -0.4173, 3.5287)
C (0.2604, 2.1635, 4.5806)
O (-1.0353, 2.6530, 4.2381)
C (-1.9691, 2.4643, 5.1930)
O (-1.7907, 1.9348, 6.2652)
O (-3.1336, 2.9683, 4.7427)
C (-4.2217, 2.8377, 5.6572)
H (0.9274, 2.3677, 3.7441)
H (0.6470, 2.6798, 5.4636)
H (0.2329, 1.0858, 4.7445)
H (-4.0147, 3.3804, 6.5829)
H (-4.4274, 1.7843, 5.8638)
H (-5.1056, 3.2762, 5.1910)

## Properties
**HOMO**: -11.3 eV
**HOMO-LUMO gap**: 7.96 eV
**Spin multiplicity**: 1
**Charge**: +1

(3)
A molecular structure, C27H47GeN3O3OsSSi, computed with wB97M-V/def2-TZVPD.

Cartesian coordinates (Å):
Os (0.5651, 0.4761, -0.1972)
C (1.0287, -3.5322, -1.4397)
C (0.7183, -2.2279, -2.1454)
C (-0.1380, -2.4281, -3.3759)
C (1.9612, -1.4140, -2.4435)
O (-0.0646, -1.3616, -1.1720)
Si (-1.6105, -1.5173, -0.4761)
S (-1.5836, 0.5235, 0.4019)
O (-2.8042, -1.7296, -1.4889)
C (-3.7676, -0.9912, -2.3248)
C (-4.8822, -0.5229, -1.4068)
C (-4.2655, -2.0003, -3.3413)
C (-3.0734, 0.1779, -2.9997)
O (-1.4120, -2.6563, 0.6173)
C (-2.2577, -3.1871, 1.7060)
C (-3.7120, -2.8666, 1.4152)
C (-1.7816, -2.5226, 2.9863)
C (-2.0036, -4.6819, 1.7186)
H (1.5077, -4.2079, -2.1496)
H (0.1184, -4.0108, -1.0785)
H (1.7142, -3.3863, -0.6031)
H (0.4195, -3.0326, -4.0922)
H (-0.3753, -1.4769, -3.8509)
H (-1.0625, -2.9550, -3.1371)
H (2.5905, -1.9454, -3.1591)
H (2.5638, -1.2633, -1.5439)
H (1.7023, -0.4523, -2.8986)
H (-5.3484, -1.3715, -0.9050)
H (-5.6478, -0.0058, -1.9864)
H (-4.5046, 0.1729, -0.6531)
H (-4.7089, -2.8606, -2.8396)
H (-3.4514, -2.3444, -3.9807)
H (-5.0263, -1.5416, -3.9743)
H (-2.6847, 0.8848, -2.2644)
H (-3.7902, 0.7135, -3.6239)
H (-2.2622, -0.1629, -3.6441)
H (-3.8883, -1.7855, 1.4095)
H (-4.3414, -3.2963, 2.1950)
H (-4.0214, -3.2837, 0.4562)
H (-1.9105, -1.4392, 2.9370)
H (-0.7290, -2.7471, 3.1707)
H (-2.3600, -2.8905, 3.8350)
H (-2.3348, -5.1375, 0.7846)
H (-2.5524, -5.1457, 2.5393)
H (-0.9414, -4.8897, 1.8572)
C (2.6571, -2.0085, 2.6256)
C (1.8491, -1.4991, 1.6378)
N (2.1114, -0.2996, 1.0606)
C (3.1630, 0.4135, 1.4856)
C (3.9907, -0.0109, 2.5172)
C (3.7411, -1.2606, 3.0692)
C (5.0978, 0.8426, 2.9869)
C (5.0483, 2.1430, 3.2870)
C (3.8906, 3.0602, 3.3131)
C (4.1059, 4.4302, 3.4014)
C (2.9874, 5.2510, 3.4191)
N (1.7503, 4.7621, 3.3851)
C (1.6497, 3.4390, 3.3438)
N (2.6447, 2.5634, 3.2846)
H (2.4290, -2.9734, 3.0565)
H (0.9682, -2.0288, 1.2914)
H (3.3450, 1.3598, 1.0009)
H (4.3782, -1.6410, 3.8587)
H (6.0540, 0.3403, 3.0930)
H (5.9822, 2.6077, 3.5851)
H (5.1043, 4.8437, 3.4520)
H (3.0863, 6.3296, 3.4650)
H (0.6422, 3.0300, 3.3598)
C (0.1209, 2.5571, -3.1400)
Ge (0.1751, 3.5823, -1.4766)
C (-1.5909, 4.0144, -0.7864)
C (1.3451, 5.1359, -1.5250)
C (1.1742, 2.3530, -0.1534)
H (-0.4545, 3.0970, -3.8935)
H (-0.3668, 1.5881, -2.9987)
H (1.1233, 2.3901, -3.5367)
H (-1.9804, 4.8510, -1.3701)
H (-1.5458, 4.3314, 0.2563)
H (-2.2922, 3.1868, -0.8772)
H (0.9444, 5.8611, -2.2353)
H (2.3551, 4.8725, -1.8384)
H (1.3865, 5.6076, -0.5430)
H (1.1250, 2.8367, 0.8287)
H (2.2125, 2.3642, -0.5238)

## Properties
**HOMO (alpha / beta)**: -14.3 / -14.3 eV
**HOMO-LUMO gap (alpha / beta)**: 7.49 / 5.99 eV
**Spin multiplicity**: 5
**<S²>**: 6.02
**Charge**: +2

(4)
3 unconnected molecules or ions with the total composition C27H48F6N2O5P in a non-equilibrium geometry, computed with wB97M-V/def2-TZVPD.

Cartesian coordinates (Å):
C (-0.9134, -4.1872, 0.1483)
C (0.5623, -4.5858, 0.3132)
P (1.6047, -4.7334, -1.1791)
C (0.5617, -5.2765, -2.5867)
C (1.1944, -6.5088, -3.2381)
N (1.9526, -3.0312, -1.5735)
C (3.2023, -2.4368, -1.6049)
C (3.0029, -1.1278, -1.9784)
N (1.6536, -0.9339, -2.1691)
C (1.0550, 0.3274, -2.6171)
C (0.4904, 1.1661, -1.4837)
C (-0.5836, 0.5141, -0.6006)
C (-1.5959, -0.4123, -1.2985)
C (-3.0191, 0.1502, -1.4056)
C (-3.9136, -0.1103, -0.1814)
C (-4.8286, -1.3142, -0.3343)
C (-4.1178, -2.6663, -0.4615)
C (-4.9069, -3.7166, -1.2477)
C (-5.0239, -3.4348, -2.7474)
C (-3.7053, -3.1442, -3.4469)
O (-3.5832, -3.9715, -4.5993)
C (-2.5898, -3.4952, -5.4852)
C (1.0549, -2.0953, -1.9126)
H (-1.0494, -3.1096, 0.1562)
H (-1.3797, -4.5956, -0.7432)
H (-1.4803, -4.5671, 0.9942)
H (1.0424, -3.8138, 0.9149)
H (0.6493, -5.4974, 0.8932)
H (0.5557, -4.4745, -3.3279)
H (-0.4765, -5.4509, -2.3194)
H (0.6386, -6.7985, -4.1222)
H (2.2263, -6.2993, -3.4986)
H (1.2002, -7.3371, -2.5343)
H (4.1099, -2.9650, -1.3936)
H (3.7701, -0.3893, -2.1099)
H (0.2954, 0.1076, -3.3585)
H (1.8419, 0.8819, -3.1155)
H (0.1434, 2.1159, -1.8774)
H (1.3309, 1.4229, -0.8369)
H (-0.1322, 0.0113, 0.2501)
H (-1.1593, 1.3272, -0.1635)
H (-1.2979, -0.7261, -2.2979)
H (-1.6675, -1.3215, -0.7056)
H (-3.4868, -0.3591, -2.2490)
H (-2.9965, 1.2036, -1.6762)
H (-4.5483, 0.7663, -0.0654)
H (-3.3005, -0.1649, 0.7191)
H (-5.5116, -1.1773, -1.1707)
H (-5.4548, -1.3664, 0.5549)
H (-3.9403, -3.0554, 0.5406)
H (-3.1387, -2.5856, -0.9266)
H (-4.4695, -4.6988, -1.0788)
H (-5.9104, -3.7474, -0.8223)
H (-5.7207, -2.6153, -2.8985)
H (-5.4571, -4.3085, -3.2267)
H (-2.8341, -3.3352, -2.8113)
H (-3.6880, -2.1040, -3.7807)
H (-1.7719, -3.0068, -4.9475)
H (-3.0279, -2.7580, -6.1589)
H (-2.1886, -4.3339, -6.0417)
H (0.0068, -2.3151, -1.9813)
C (4.0200, 1.5990, 1.0119)
C (5.2997, 2.3659, 1.2698)
O (5.1134, 3.7719, 1.0397)
C (4.5388, 4.4442, 2.0312)
O (4.1569, 3.9951, 3.0681)
C (4.4566, 5.9374, 1.6679)
F (4.0236, 6.1072, 0.4127)
F (5.6636, 6.4994, 1.7718)
F (3.6227, 6.5631, 2.4893)
H (3.6481, 1.8057, 0.0055)
H (4.1922, 0.5270, 1.1140)
H (3.2417, 1.8907, 1.7167)
H (6.0815, 2.0611, 0.5776)
H (5.6666, 2.1985, 2.2811)
C (1.3433, 7.8530, 4.4727)
C (0.8489, 8.2006, 5.8591)
O (0.5596, 7.0091, 6.6171)
C (1.5998, 6.4118, 7.1784)
O (2.7416, 6.7558, 7.1276)
C (1.1200, 5.1817, 7.9710)
F (0.2397, 4.4628, 7.2636)
F (0.5254, 5.5735, 9.1035)
F (2.1458, 4.3983, 8.2820)
H (0.6262, 7.2076, 3.9637)
H (1.4827, 8.7579, 3.8823)
H (2.2924, 7.3223, 4.5189)
H (-0.0911, 8.7453, 5.8100)
H (1.5645, 8.8186, 6.3991)

## Properties
**HOMO**: -12.1 eV
**HOMO-LUMO gap**: 9.27 eV
**Spin multiplicity**: 1
**Charge**: +1

(5)
3 unconnected molecules or ions with the total composition C27H48FN6O3PS in a non-equilibrium geometry, computed with wB97M-V/def2-TZVPD.

Cartesian coordinates (Å):
N (3.0956, 0.0524, 2.6291)
C (3.0028, 1.4113, 1.9632)
C (2.4507, 1.1332, 0.4478)
C (1.4461, 2.3481, 0.0024)
C (-0.0484, 1.7818, 0.3235)
C (-0.7166, 0.8699, -0.7530)
F (-0.0244, 0.6009, -1.9812)
C (-2.1553, 0.2831, -0.4051)
C (-2.8127, 0.6492, 0.9759)
P (-4.5253, -0.0802, 1.4372)
N (-4.4794, -1.7322, 0.7714)
O (-4.5167, -0.1440, 3.1470)
C (-2.1074, 1.5886, 2.0195)
N (-2.5236, 2.0670, 3.3084)
S (-1.3184, 3.0453, 4.0612)
N (-0.1662, 2.9733, 2.7830)
C (-0.6707, 2.1783, 1.7027)
H (3.2016, -0.6844, 1.9012)
H (2.1843, -0.1589, 3.0843)
H (2.2684, 2.0401, 2.5699)
H (4.0418, 1.9017, 1.8497)
H (3.3017, 0.9669, -0.2970)
H (1.8148, 0.1645, 0.4667)
H (1.5514, 2.6249, -1.1020)
H (1.6171, 3.3066, 0.6044)
H (-2.6753, -0.4243, -1.1543)
H (-3.5689, -2.1539, 1.0625)
H (-4.4271, -1.6562, -0.2667)
H (-3.7184, -0.6623, 3.4351)
C (-4.8248, -6.8509, 3.0860)
C (-4.1159, -5.4752, 3.1655)
C (-3.2228, -5.2917, 1.9206)
C (-1.9815, -6.1763, 1.9479)
C (-1.1950, -5.9778, 3.2388)
C (-2.0472, -6.0942, 4.5227)
N (-3.3445, -5.3553, 4.4415)
O (-3.0748, -4.0317, 4.6352)
C (-2.3281, -7.5816, 4.8447)
C (-1.1640, -5.6283, 5.7141)
C (-5.2911, -4.4638, 3.0947)
H (-5.6337, -6.8334, 2.3492)
H (-4.1728, -7.6633, 2.7685)
H (-5.2740, -7.1213, 4.0463)
H (-2.9058, -4.2450, 1.8377)
H (-3.7961, -5.5055, 1.0114)
H (-2.2523, -7.2303, 1.8282)
H (-1.3419, -5.9323, 1.0938)
H (-0.3732, -6.7012, 3.2695)
H (-0.7254, -4.9868, 3.1983)
H (-3.0389, -7.6772, 5.6708)
H (-1.4113, -8.0969, 5.1490)
H (-2.7063, -8.1494, 3.9971)
H (-0.7639, -4.6219, 5.5704)
H (-0.2993, -6.2872, 5.8390)
H (-1.7266, -5.6445, 6.6533)
H (-5.9656, -4.5861, 3.9481)
H (-5.8804, -4.6142, 2.1852)
H (-4.9575, -3.4236, 3.0680)
C (2.0854, 3.8686, -6.0106)
C (2.7769, 3.9149, -4.6245)
C (1.9327, 4.7803, -3.6692)
C (2.0041, 6.2666, -3.9975)
C (3.4510, 6.7449, -4.0596)
C (4.3635, 5.8810, -4.9626)
N (4.1812, 4.4109, -4.7557)
O (4.8445, 4.0725, -3.6123)
C (4.1161, 6.2201, -6.4521)
C (5.8287, 6.3435, -4.7263)
C (2.7193, 2.4377, -4.1439)
H (1.2054, 3.2186, -5.9884)
H (1.7130, 4.8347, -6.3479)
H (2.7578, 3.4693, -6.7758)
H (2.2669, 4.6327, -2.6349)
H (0.8859, 4.4563, -3.6964)
H (1.4943, 6.4816, -4.9422)
H (1.4671, 6.8346, -3.2313)
H (3.4672, 7.7860, -4.3995)
H (3.8479, 6.7537, -3.0367)
H (4.6532, 5.5277, -7.1070)
H (4.4724, 7.2278, -6.6894)
H (3.0652, 6.2158, -6.7337)
H (6.1187, 6.2945, -3.6741)
H (5.9627, 7.3852, -5.0334)
H (6.5328, 5.7377, -5.3063)
H (3.2835, 1.7875, -4.8200)
H (1.6865, 2.0764, -4.1189)
H (3.1089, 2.2949, -3.1322)

## Properties
**Energy above the lowest of the compared OMol25 structures with the same formula, charge and spin**: 0.0 kcal/mol
**HOMO**: -8.3 eV
**HOMO-LUMO gap**: 6.69 eV
**Spin multiplicity**: 3
**<S²>**: 2.01

no.,DFT total energy (eV)
1,-552297.9922
2,-103173.0142
3,-117059.0025
4,-67583.5014
5,-66692.4336